[1]
A molecular structure, C33H26ClN8O6Sc. Source: OMol25; level of theory: ωB97M-V/def2-TZVPD.

```
75
Properties=species:S:1:pos:R:3:mulliken_charge:R:1
Sc -1.14 -0.01 1.20 -0.182
N -2.44 2.15 -2.48 0.017
C -2.73 1.63 -1.27 -0.531
N -2.04 1.78 -0.21 -0.419
C -0.76 2.47 -0.32 1.642
N -0.32 3.04 0.86 -1.729
N -0.54 2.15 1.81 1.149
C -0.32 2.39 3.05 -0.353
C -0.63 1.34 4.00 0.711
C -0.44 1.51 5.36 -1.100
C -0.76 0.48 6.23 -0.266
C -1.26 -0.70 5.71 -1.001
C -1.41 -0.81 4.34 -0.057
N -1.13 0.19 3.49 0.333
C -0.62 3.35 -1.51 0.255
C 0.30 4.40 -1.57 -0.193
C 0.43 5.16 -2.72 -1.055
C -0.37 4.88 -3.83 -0.510
C -1.31 3.87 -3.77 -0.903
C -1.44 3.12 -2.61 -0.164
H -3.10 2.03 -3.23 0.342
H -3.63 1.03 -1.24 0.411
H 0.07 3.35 3.38 0.360
H -0.04 2.45 5.73 0.434
H -0.62 0.60 7.29 0.424
H -1.51 -1.54 6.34 0.415
H -1.75 -1.73 3.90 0.508
H 0.89 4.62 -0.69 0.533
H 1.15 5.96 -2.76 0.413
H -0.26 5.46 -4.73 0.405
H -1.96 3.67 -4.62 0.410
C -4.52 -1.51 -0.99 -1.387
O -3.10 -1.45 -1.10 0.056
C -2.47 -2.64 -1.33 0.619
C -3.14 -3.81 -1.66 -0.849
C -2.44 -4.99 -1.87 -0.676
C -1.06 -5.02 -1.74 -0.983
C -0.39 -3.85 -1.43 -0.393
C -1.07 -2.66 -1.23 0.568
N -0.37 -1.46 -0.88 1.135
N 0.77 -1.44 -1.40 -1.028
C 1.66 -0.40 -1.17 -0.713
C 1.30 0.88 -0.78 0.825
O -0.01 1.08 -0.58 0.409
C 2.26 1.90 -0.63 -0.323
C 3.57 1.62 -0.88 -1.399
C 4.00 0.33 -1.29 1.027
C 5.36 0.05 -1.53 -1.002
C 5.76 -1.20 -1.91 -0.611
C 4.81 -2.21 -2.08 -0.679
C 3.48 -1.97 -1.86 -0.670
C 3.04 -0.69 -1.45 1.277
H -4.98 -1.71 -1.96 0.358
H -4.84 -0.54 -0.62 0.398
H -4.82 -2.27 -0.27 0.551
H -4.22 -3.81 -1.76 0.391
H -2.98 -5.89 -2.12 0.406
H -0.51 -5.94 -1.88 0.389
H 0.69 -3.85 -1.30 0.386
H 1.95 2.86 -0.26 0.388
H 4.32 2.39 -0.74 0.362
H 6.09 0.85 -1.39 0.419
H 6.81 -1.41 -2.08 0.393
H 5.12 -3.20 -2.40 0.426
H 2.75 -2.76 -2.00 0.342
O -2.10 -1.97 1.56 -0.275
N -3.25 -1.53 1.84 0.371
O -3.32 -0.29 1.70 -0.303
Cl 3.55 0.11 2.51 -0.215
C 2.83 -1.51 2.32 -0.248
C 1.31 -1.48 2.39 0.312
O 0.73 -2.29 3.09 -0.623
O 0.76 -0.59 1.63 -0.247
H 3.23 -2.15 3.10 0.440
H 3.13 -1.89 1.34 0.079
```

Calculated values
LUMO ... -0.477 eV
Orbital gap ... 6.9 eV
Energy ... -92073.3321 eV
Energy relative to the best compared isomer or geometry (same formula, charge and spin) ... 0.0 kcal per mole
HOMO ... -7.34 eV
2S+1 ... 1


[2]
A molecular structure, C33H27AsN3O8PtS. Source: OMol25; level of theory: ωB97M-V/def2-TZVPD.

```
74
Properties=species:S:1:pos:R:3:mulliken_charge:R:1
Pt -0.45 -1.02 0.99 3.107
O -2.63 3.26 4.28 -0.549
C -1.76 2.53 4.96 0.466
O -1.41 2.80 6.08 -0.585
C -1.20 1.32 4.28 0.195
C -0.30 0.46 4.88 -0.539
N 0.08 -0.45 3.96 -0.368
N -0.54 -0.21 2.81 0.077
C -1.32 0.85 2.97 -0.368
C -2.04 1.29 1.73 1.024
O -2.83 2.21 1.78 -0.866
O -1.74 0.61 0.67 -0.729
H -2.80 2.91 3.37 0.393
H 0.08 0.45 5.89 0.557
H 0.68 -1.25 4.04 0.131
C -4.49 -3.02 1.34 -1.386
C -3.57 -1.84 1.21 0.114
O -2.21 -2.22 1.64 -0.625
H -5.50 -2.72 1.08 0.404
H -4.50 -3.40 2.36 0.360
H -4.20 -3.82 0.66 0.409
H -3.85 -1.02 1.88 0.217
H -3.50 -1.46 0.19 0.148
H -2.08 -3.15 1.40 0.356
O -2.71 -1.54 -3.79 -0.704
C -1.60 -2.28 -3.98 0.515
C -1.38 -2.82 -5.25 -0.667
C -0.26 -3.58 -5.49 -0.358
C 0.69 -3.82 -4.49 -1.078
C 0.49 -3.28 -3.24 -0.254
C -0.65 -2.51 -2.96 0.195
C -0.85 -1.91 -1.64 1.202
O -1.89 -1.35 -1.30 -1.001
O 0.16 -1.95 -0.78 -0.440
H -2.72 -1.27 -2.85 0.331
H -2.12 -2.64 -6.02 0.487
H -0.11 -4.00 -6.48 0.396
H 1.56 -4.42 -4.69 0.440
H 1.20 -3.45 -2.44 0.540
S 0.78 -2.82 1.81 -0.502
C 2.37 -2.26 1.81 0.564
N 3.46 -1.88 1.82 -0.448
C 5.46 -0.58 -1.46 -0.578
C 5.29 0.40 -0.49 -0.821
C 4.03 0.65 0.02 -0.242
C 2.94 -0.08 -0.46 0.615
C 3.10 -1.07 -1.43 -0.484
C 4.37 -1.31 -1.93 -0.683
As 1.21 0.46 0.11 0.893
C 1.22 2.02 1.20 0.166
C 1.74 2.18 2.47 -0.396
C 1.54 3.40 3.12 -0.885
C 0.83 4.41 2.49 -0.909
C 0.32 4.23 1.21 -0.480
C 0.51 3.03 0.54 0.458
C 0.04 2.71 -0.83 0.033
C -0.62 3.58 -1.68 -0.827
C -0.96 3.15 -2.96 -1.050
C -0.64 1.88 -3.40 -0.912
C 0.02 0.99 -2.56 -0.519
C 0.34 1.42 -1.28 0.504
H 6.45 -0.78 -1.86 0.402
H 6.14 0.96 -0.13 0.428
H 3.89 1.41 0.78 0.377
H 2.26 -1.64 -1.77 0.322
H 4.51 -2.07 -2.68 0.484
H 2.29 1.39 2.96 0.564
H 1.94 3.55 4.11 0.452
H 0.66 5.34 3.00 0.439
H -0.24 5.04 0.74 0.444
H -0.86 4.58 -1.36 0.453
H -1.48 3.83 -3.62 0.410
H -0.90 1.57 -4.41 0.476
H 0.28 0.00 -2.91 0.700
```

Calculated values
LUMO ... -4.751 eV
Orbital gap ... 6.4 eV
Energy ... -130425.3957 eV
Total charge ... +1
Energy relative to the best compared isomer or geometry (same formula, charge and spin) ... 3.5 kcal per mole
HOMO ... -11.16 eV
2S+1 ... 1


[3]
A molecular structure, C33H27BaBrN6O2. Source: OMol25; level of theory: ωB97M-V/def2-TZVPD.

```
70
Properties=species:S:1:pos:R:3:mulliken_charge:R:1
Ba -0.01 -0.19 -0.05 1.971
O -0.36 -0.40 -2.18 -0.905
C 0.29 -0.17 -3.29 0.632
C -0.36 0.38 -4.42 -0.290
C 0.30 0.56 -5.62 -0.502
C 1.64 0.18 -5.78 -0.721
C 2.29 -0.35 -4.69 -0.630
C 1.67 -0.49 -3.44 0.355
C 2.50 -1.00 -2.34 -0.385
N 2.27 -0.86 -1.09 -0.088
C 3.13 -1.59 -0.14 -0.726
C 2.32 -2.72 0.50 -0.826
N 1.22 -2.13 1.28 0.116
C 1.15 -2.42 2.52 -0.511
C 0.24 -1.84 3.52 0.377
C 0.35 -2.31 4.84 -0.534
C -0.39 -1.78 5.87 -0.729
C -1.28 -0.74 5.57 -0.542
C -1.42 -0.26 4.29 -0.214
C -0.68 -0.80 3.21 0.277
O -0.80 -0.34 2.00 -0.635
H -1.40 0.65 -4.32 0.365
H -0.24 0.98 -6.46 0.370
H 2.14 0.29 -6.73 0.388
H 3.33 -0.65 -4.78 0.330
H 3.41 -1.53 -2.65 0.191
H 3.45 -0.91 0.65 0.290
H 4.03 -2.00 -0.63 0.401
H 2.98 -3.35 1.11 0.438
H 1.92 -3.34 -0.31 0.277
H 1.85 -3.16 2.93 0.111
H 1.06 -3.11 5.04 0.302
H -0.29 -2.15 6.88 0.383
H -1.88 -0.30 6.36 0.393
H -2.11 0.55 4.06 0.271
N -3.77 5.94 -3.91 0.073
C -4.05 7.23 -4.33 0.677
C -5.07 7.77 -5.12 -1.033
C -5.02 9.13 -5.34 -0.399
C -3.99 9.93 -4.81 -0.476
C -2.99 9.38 -4.03 -0.706
C -3.02 8.00 -3.80 0.530
N -2.14 7.21 -3.06 -0.660
C -2.63 6.00 -3.17 -0.118
C -2.03 4.80 -2.55 1.179
C -0.84 4.91 -1.85 -0.338
C -0.31 3.77 -1.28 -1.036
N -0.87 2.56 -1.35 0.340
C -2.01 2.46 -2.04 -0.801
C -2.62 3.55 -2.65 -0.768
H -4.30 5.12 -4.12 0.151
H -5.86 7.15 -5.53 0.380
H -5.79 9.59 -5.94 0.376
H -4.00 10.99 -5.01 0.378
H -2.20 9.98 -3.62 0.426
H -0.35 5.87 -1.76 0.519
H 0.62 3.83 -0.72 0.464
H -2.44 1.47 -2.12 0.666
H -3.55 3.39 -3.18 0.220
Br -3.66 0.25 0.47 -0.114
C -3.17 1.77 1.52 0.216
C -4.14 2.33 2.34 -0.720
C -3.75 3.41 3.11 -0.229
C -2.45 3.88 3.02 -0.708
C -1.58 3.24 2.15 -0.338
N -1.94 2.19 1.41 0.203
H -5.14 1.93 2.37 0.440
H -4.47 3.89 3.77 0.391
H -2.11 4.72 3.61 0.431
H -0.55 3.57 2.06 0.384
```

Calculated values
LUMO ... 0.029 eV
Orbital gap ... 7.3 eV
Energy ... -118433.2047 eV
Energy relative to the best compared isomer or geometry (same formula, charge and spin) ... 39.3 kcal per mole
HOMO ... -7.28 eV
2S+1 ... 1


[4]
A molecular structure, C33H27ClIN5O2Zr. Source: OMol25; level of theory: ωB97M-V/def2-TZVPD.

```
70
Properties=species:S:1:pos:R:3:mulliken_charge:R:1
Zr 0.76 1.65 -2.17 1.263
C -5.38 -7.05 6.64 -0.852
O -4.56 -5.93 7.00 -0.450
C -4.03 -5.20 6.00 0.949
C -3.24 -4.12 6.41 -0.898
C -2.65 -3.31 5.47 -0.418
C -2.84 -3.55 4.10 0.431
C -3.62 -4.63 3.71 -0.777
C -4.22 -5.46 4.65 -0.478
C -2.23 -2.71 3.08 0.303
N -2.36 -2.86 1.77 -0.810
C -1.64 -1.85 1.23 0.845
C -1.06 -1.05 2.19 -0.014
N -1.45 -1.62 3.38 -0.132
C -0.25 0.07 1.87 0.202
C 0.39 0.91 2.80 -0.527
C 1.16 1.96 2.38 -1.312
C 1.32 2.17 1.01 -0.234
N 0.74 1.39 0.10 -0.151
C -0.06 0.36 0.51 0.316
C -0.71 -0.44 -0.51 0.581
N -0.54 -0.08 -1.82 -0.237
C -1.11 -0.81 -2.78 -0.033
C -1.86 -1.95 -2.50 -1.054
C -2.05 -2.31 -1.19 -0.361
C -1.47 -1.55 -0.16 -0.074
H -5.70 -7.49 7.58 0.246
H -4.81 -7.78 6.07 0.354
H -6.25 -6.72 6.07 0.354
H -3.11 -3.95 7.47 0.437
H -2.05 -2.48 5.82 0.238
H -3.77 -4.82 2.65 0.463
H -4.83 -6.29 4.32 0.420
H -1.22 -1.32 4.31 0.173
H 0.26 0.74 3.87 0.490
H 1.64 2.63 3.08 0.464
H 1.93 2.98 0.64 0.544
H -0.94 -0.48 -3.80 0.560
H -2.29 -2.51 -3.31 0.451
H -2.64 -3.18 -0.92 0.639
Cl 6.59 1.66 -5.96 -0.201
C 4.97 1.54 -5.40 0.402
C 3.95 1.46 -6.30 -0.434
C 2.60 1.34 -5.87 -0.420
I 1.11 1.20 -7.29 0.155
C 2.31 1.29 -4.54 0.816
O 1.04 1.19 -4.03 -0.792
C 3.36 1.43 -3.60 0.262
N 3.02 1.47 -2.25 -0.013
C 3.98 1.56 -1.35 -0.132
C 5.33 1.62 -1.68 -1.126
C 5.68 1.62 -3.00 -0.601
C 4.70 1.53 -4.01 -0.160
H 4.17 1.47 -7.36 0.441
H 3.66 1.58 -0.31 0.601
H 6.07 1.68 -0.89 0.455
H 6.72 1.69 -3.29 0.477
C 0.19 5.94 -1.63 -1.666
C 0.78 4.57 -1.97 1.479
C 1.65 4.68 -3.22 -1.275
C -0.34 3.53 -2.15 -1.266
H 0.98 6.69 -1.50 0.425
H -0.42 5.92 -0.73 0.417
H -0.45 6.28 -2.46 0.364
H 1.43 4.29 -1.13 -0.389
H 1.07 5.12 -4.04 0.380
H 2.02 3.73 -3.62 0.460
H 2.52 5.30 -3.05 0.407
H -0.90 3.73 -3.07 0.588
H -1.04 3.55 -1.32 0.438
```

Calculated values
LUMO ... -6.801 eV
Orbital gap ... 5.3 eV
Energy ... -68098.9000 eV
Total charge ... +2
Energy relative to the best compared isomer or geometry (same formula, charge and spin) ... 0.0 kcal per mole
HOMO ... -12.14 eV
2S+1 ... 1


no.,maximum force (eV/A)
1,0.86
2,1.97
3,4.57
4,1.11